[1]
Density functional theory data (ωB97M-V/def2-TZVPD) for a cluster of 8 separate species, C27H78N6O14P2S6 in total at a distorted geometry.

Summary:
E_LUMO: 0.1477 eV
total charge: 0
gap between HOMO and LUMO: 8.49 eV

XYZ file:
```
133
Properties=species:S:1:pos:R:3:forces:R:3
O 9.715 10.450 18.655 -0.1 0.8 0.0
S 9.901 9.131 18.152 0.9 0.7 -1.3
O 9.889 8.849 16.749 0.5 0.3 -0.2
O 11.246 8.560 18.749 -0.3 0.6 0.0
C 11.772 9.237 19.949 -1.6 0.6 1.0
C 13.025 8.492 20.280 -1.2 0.9 1.4
C 8.731 8.132 18.801 -1.5 -0.8 1.6
H 11.068 9.072 20.806 0.1 -0.1 -0.8
H 11.719 10.361 19.847 0.8 -1.3 -0.5
H 13.352 8.927 21.230 0.2 -0.5 0.1
H 13.754 8.693 19.567 1.4 -0.1 -1.3
H 12.709 7.459 20.381 0.6 -0.2 0.1
H 7.707 8.353 18.505 0.3 0.1 -0.4
H 8.776 8.242 19.866 0.0 0.0 0.7
H 9.042 7.154 18.553 -0.1 -1.3 -0.3
O 17.320 6.035 15.034 0.4 -0.5 -0.2
S 16.360 6.903 15.624 -1.2 -0.7 -0.7
O 16.611 7.383 16.936 0.1 0.7 0.6
O 16.073 8.065 14.567 0.9 1.1 0.3
C 17.148 9.100 14.552 -1.4 1.0 0.0
C 16.822 10.244 15.527 0.6 -1.2 -0.5
C 14.715 6.191 15.514 1.6 -0.2 -1.7
H 17.221 9.477 13.553 -0.2 -0.2 -0.8
H 18.082 8.663 14.788 0.8 -0.7 0.4
H 16.248 11.087 15.117 0.4 -0.3 0.0
H 17.783 10.516 15.973 -0.3 0.6 0.0
H 16.262 9.708 16.261 -0.6 0.4 1.1
H 14.779 5.162 15.874 -0.1 0.2 -0.2
H 14.501 6.317 14.427 -0.1 -0.7 0.8
H 14.050 6.789 16.059 -0.9 0.8 1.0
O 10.765 12.928 15.277 0.2 0.4 -0.4
S 9.516 13.548 15.629 -1.5 -0.8 -0.4
O 9.150 14.899 15.313 0.7 -0.3 0.0
O 8.320 12.698 14.869 1.7 0.8 1.4
C 8.431 11.233 14.938 0.2 1.6 -0.8
C 7.095 10.784 15.315 -1.0 -0.1 0.0
C 9.416 13.352 17.409 0.6 0.4 -1.1
H 9.142 10.964 15.668 0.9 -0.3 0.8
H 8.778 10.923 13.976 0.2 -0.3 -0.6
H 6.361 10.939 14.495 0.3 0.2 0.9
H 6.910 11.324 16.252 -0.8 -0.2 -0.3
H 7.134 9.738 15.534 -0.1 -0.8 0.2
H 9.797 12.377 17.685 -0.5 -0.3 0.1
H 8.425 13.644 17.698 -0.4 -0.2 0.5
H 10.171 14.061 17.770 -0.3 0.1 0.0
O 15.914 15.844 12.414 0.3 0.7 0.9
P 16.587 16.711 13.439 -0.5 -2.0 -1.1
N 16.102 16.196 14.970 -0.2 -1.3 0.0
C 15.650 14.790 15.137 0.6 0.2 -3.1
C 16.418 16.729 16.252 1.0 2.1 0.1
N 16.179 18.313 13.382 1.1 -0.4 0.5
C 14.814 18.586 13.634 -0.9 3.9 -0.4
C 16.845 19.251 12.507 -0.2 0.2 -0.7
N 18.229 16.590 13.170 -0.1 0.8 1.6
C 18.768 15.866 12.052 0.5 -0.7 -1.2
C 19.270 17.180 14.041 0.4 -1.2 -1.3
H 15.042 14.614 15.972 -1.1 0.5 1.3
H 16.428 14.027 15.199 0.6 0.3 0.1
H 15.119 14.569 14.200 -0.2 -0.3 0.4
H 16.827 17.759 16.120 -0.4 -0.5 0.2
H 17.199 16.179 16.785 -0.1 -0.2 0.0
H 15.529 16.799 16.881 0.0 -0.1 0.1
H 14.687 19.756 13.737 0.3 -2.1 -0.3
H 14.160 18.290 12.825 -0.3 -0.3 -0.2
H 14.496 18.240 14.572 -0.5 -0.9 1.1
H 17.871 18.928 12.401 0.2 0.0 -0.4
H 16.357 19.388 11.494 0.4 -0.5 0.9
H 16.849 20.229 12.980 0.0 0.2 0.1
H 19.254 14.895 12.315 0.0 0.7 0.4
H 17.960 15.525 11.374 0.4 0.8 0.2
H 19.550 16.504 11.540 -0.9 -0.7 0.2
H 20.084 16.452 14.030 0.3 0.1 -0.2
H 19.078 17.226 15.089 -0.9 0.5 0.6
H 19.663 18.108 13.624 -0.1 0.2 0.2
O 11.803 11.730 9.799 0.1 0.1 -0.1
P 13.111 12.001 10.421 1.5 0.9 -1.4
N 13.573 10.751 11.371 0.4 -1.1 1.1
C 12.514 9.892 11.855 -1.1 -0.3 0.6
C 14.779 10.818 12.233 0.3 0.9 -1.8
N 13.322 13.364 11.360 -0.4 0.3 0.2
C 12.489 13.420 12.510 -1.9 -2.0 1.7
C 13.296 14.644 10.694 1.1 1.1 -0.9
N 14.371 12.327 9.325 -0.3 -0.4 -0.1
C 15.713 12.661 9.800 0.3 -0.2 -0.3
C 14.547 11.559 8.090 -0.4 1.1 -0.5
H 11.730 9.752 11.072 0.7 0.2 0.7
H 12.054 10.349 12.765 -0.1 -0.4 -0.5
H 12.890 8.905 12.173 0.1 0.3 -0.3
H 14.743 11.643 12.965 -0.1 -0.4 0.0
H 15.602 11.050 11.517 -0.3 -0.3 1.0
H 14.995 9.856 12.683 -0.2 -0.1 0.1
H 12.569 12.511 13.157 0.2 0.5 -0.5
H 12.601 14.248 13.172 1.0 0.8 0.2
H 11.404 13.471 12.322 0.0 -0.1 -0.5
H 12.463 14.780 9.984 0.2 -0.1 0.2
H 13.277 15.458 11.432 -0.1 -0.4 -0.1
H 14.264 14.772 10.180 -0.6 0.1 -0.1
H 16.276 11.708 9.649 0.3 0.7 0.8
H 16.239 13.390 9.142 -0.6 -0.2 0.3
H 15.692 13.051 10.831 0.2 -0.3 -0.5
H 15.366 10.866 8.180 0.0 -1.1 0.4
H 14.979 12.245 7.347 -0.5 0.1 -0.2
H 13.628 11.114 7.687 0.3 0.1 0.4
C 12.796 17.130 19.753 -0.6 -0.1 -0.1
S 12.882 15.807 18.505 1.6 0.5 -0.9
O 12.259 14.575 19.062 -0.7 0.3 0.1
C 11.891 16.507 17.133 -1.4 0.3 0.7
H 13.136 18.119 19.363 -0.4 -0.9 0.1
H 13.503 16.800 20.536 -0.5 0.2 -0.2
H 11.734 17.151 20.098 0.9 0.2 0.0
H 11.067 17.164 17.473 0.4 -0.3 0.1
H 11.403 15.693 16.599 0.3 -0.2 0.0
H 12.470 17.078 16.418 0.6 0.0 0.1
C 12.875 10.055 15.631 -0.1 0.6 0.4
S 13.162 10.778 17.254 -0.9 0.6 0.0
O 14.297 10.062 17.898 0.5 -0.2 0.1
C 13.796 12.407 16.859 1.0 -0.8 -0.8
H 13.782 10.078 14.995 -0.5 -0.4 0.4
H 12.034 10.592 15.178 0.3 0.1 0.0
H 12.454 9.100 15.956 0.5 -0.3 -0.6
H 14.088 12.819 17.822 -0.4 0.4 -0.1
H 13.075 12.969 16.256 0.1 0.0 0.4
H 14.745 12.218 16.307 -0.6 0.2 0.1
C 14.411 12.525 21.180 -0.2 -1.0 0.4
S 15.625 13.250 20.074 0.9 0.7 1.6
O 16.407 14.208 20.912 -0.3 0.6 -0.3
C 16.670 11.822 20.013 0.3 -1.1 0.3
H 13.639 13.256 21.423 -0.1 -0.1 -0.6
H 14.791 12.154 22.169 0.3 0.4 -1.0
H 14.069 11.645 20.605 -0.5 0.4 0.3
H 17.707 12.035 19.667 -0.9 0.2 0.3
H 16.169 11.180 19.302 0.1 -0.6 -0.3
H 16.653 11.329 21.019 0.3 0.5 -0.9
```
Forces are in eV/Å.

[2]
Density functional theory data (ωB97M-V/def2-TZVPD) for a cluster of 13 separate species, C27H80N6O13 in total at a distorted geometry.

Summary:
E_LUMO: 0.2816 eV
total charge: 0
gap between HOMO and LUMO: 8.83 eV

XYZ file:
```
126
Properties=species:S:1:pos:R:3:forces:R:3
C 3.018 2.002 0.908 -1.2 -1.5 1.1
O 4.322 2.151 1.375 1.0 0.8 0.2
H 2.746 0.979 1.201 -0.8 0.3 0.2
H 2.935 1.995 -0.131 0.1 0.3 -1.8
H 2.281 2.747 1.251 0.7 -0.3 0.4
H 4.751 1.317 1.161 0.3 0.2 0.2
C 1.818 1.589 -2.737 1.0 0.9 0.1
O 2.492 0.470 -2.198 0.3 -0.7 0.0
H 2.324 1.951 -3.617 0.4 0.2 -0.4
H 1.808 2.388 -1.997 -0.5 0.0 -0.2
H 0.866 1.280 -3.056 -1.4 -0.3 0.0
H 3.395 0.753 -2.052 0.3 -0.1 0.2
C -0.896 4.993 -2.542 -0.7 -1.3 0.1
O -0.653 4.284 -3.758 -0.7 -0.9 0.2
H -0.152 5.721 -2.219 0.3 -0.3 -0.5
H -1.060 4.242 -1.754 0.4 0.3 0.3
H -1.833 5.494 -2.649 -0.8 0.8 0.1
H -1.438 3.615 -3.839 1.9 2.2 0.0
C -2.755 2.727 2.830 -1.6 0.1 8.3
O -3.024 2.595 4.168 1.6 0.2 -5.7
N -1.576 2.975 2.322 3.9 1.3 0.6
N -3.736 2.668 1.998 -4.0 -1.0 -3.9
H -0.756 3.136 2.954 -1.5 -0.3 -0.7
H -1.378 3.135 1.334 -0.2 0.1 0.0
H -4.691 2.402 2.373 2.0 0.6 -0.8
H -3.566 2.708 0.941 -0.6 -0.1 2.3
C -0.157 0.835 0.262 0.3 7.0 -2.4
O -0.283 2.097 -0.345 0.3 -6.0 2.6
N 0.580 -0.165 -0.135 2.8 -0.7 -3.3
N -0.776 0.582 1.367 -2.4 1.4 3.3
H 1.073 -0.072 -1.075 -0.1 -0.1 1.9
H 0.906 -0.847 0.552 -0.2 0.3 -0.6
H -1.287 1.420 1.747 0.9 -1.6 -0.2
H -0.594 -0.166 2.048 0.2 0.1 -0.5
C -2.733 -1.510 -0.821 -5.8 -4.4 -4.6
O -3.725 -2.191 -1.408 3.6 2.3 2.4
N -2.877 -0.559 -0.006 -2.5 4.9 4.5
N -1.489 -1.651 -1.096 4.6 -1.7 -1.4
H -3.806 -0.227 0.265 0.7 -0.5 -0.3
H -2.050 -0.204 0.507 -1.5 -0.2 -0.5
H -1.297 -2.381 -1.746 0.3 -0.3 -0.5
H -0.711 -1.006 -0.785 -1.7 -1.4 -0.7
C -3.198 -1.154 2.885 -0.7 -1.5 -0.5
C -3.422 -1.263 4.382 -3.1 -6.8 -3.4
C -2.831 -2.552 4.921 0.9 -0.2 0.3
O -3.042 -0.298 5.086 2.9 7.6 3.7
H -2.214 -1.543 2.634 0.2 0.6 -0.3
H -3.425 -0.164 2.532 0.4 0.6 -0.1
H -3.862 -1.827 2.293 0.2 0.3 0.6
H -4.461 -1.310 4.607 -1.9 -1.0 -0.7
H -3.129 -3.479 4.425 0.0 0.3 -0.1
H -2.988 -2.662 5.988 -0.5 0.1 0.2
H -1.736 -2.461 4.883 -0.1 -0.5 -0.2
H -3.592 0.466 4.793 1.2 0.2 0.8
C -1.057 1.517 -5.564 1.0 1.7 1.6
C -2.261 1.702 -4.613 1.6 -9.7 -1.3
C -1.909 1.105 -3.215 0.8 -0.7 -1.4
O -2.755 2.829 -4.374 -4.1 8.9 0.1
H -0.178 2.047 -5.080 -0.8 -0.3 -0.8
H -1.203 1.861 -6.561 -0.2 0.7 -0.8
H -0.734 0.506 -5.666 -0.2 -1.0 0.3
H -3.152 1.141 -5.047 1.3 -0.7 0.3
H -1.445 1.857 -2.558 0.1 -0.4 -0.3
H -1.368 0.135 -3.294 0.2 1.0 0.1
H -2.825 0.794 -2.821 -1.6 -0.2 1.1
H -3.463 3.077 -5.026 1.3 0.0 1.0
C 0.240 0.008 5.900 0.5 -0.2 -0.2
C 0.120 0.121 4.412 0.5 8.9 2.3
C 1.381 0.759 3.813 -0.7 1.2 0.6
O -0.163 -0.884 3.718 -0.9 -8.8 -3.9
H 1.024 -0.713 6.020 0.9 -0.3 0.7
H -0.620 -0.404 6.381 -0.8 0.0 0.2
H 0.508 0.979 6.328 -0.1 -0.3 0.0
H -0.771 0.767 4.143 0.9 1.2 1.1
H 1.195 0.967 2.767 0.2 0.0 -0.2
H 2.273 0.172 3.911 0.4 -0.7 0.1
H 1.592 1.716 4.317 -0.1 -0.2 -0.2
H -0.890 -1.344 4.146 -0.2 -0.3 -0.3
C 0.321 -5.437 0.173 0.5 -0.2 -1.6
C 0.078 -4.972 1.577 1.1 5.2 -3.3
C -1.013 -3.986 1.762 -1.2 3.1 -0.7
O -0.160 -5.884 2.398 0.1 -7.4 6.5
H -0.147 -6.413 -0.023 0.4 0.0 0.4
H 1.424 -5.474 -0.016 -1.0 -0.2 -0.2
H -0.178 -4.810 -0.574 0.4 0.3 0.1
H 0.996 -4.570 1.986 0.5 0.9 -0.4
H -0.866 -3.140 1.026 -0.5 -0.4 0.9
H -1.053 -3.609 2.812 0.5 -0.1 -0.7
H -2.056 -4.358 1.647 0.7 -0.3 -0.5
H -0.897 -6.396 2.157 -1.6 -1.1 -0.4
C 2.572 5.231 -2.707 -1.6 0.9 -1.7
C 3.030 4.971 -1.320 -4.1 8.5 -0.1
C 1.912 5.048 -0.314 0.1 -0.5 1.3
O 3.651 3.898 -1.227 4.3 -8.5 0.2
H 1.732 4.575 -2.976 0.4 -0.1 -0.1
H 3.384 5.109 -3.413 0.2 -0.3 -0.2
H 2.166 6.249 -2.911 0.3 -0.5 0.5
H 3.738 5.790 -1.063 -0.5 0.4 0.0
H 1.484 6.018 -0.315 -1.0 0.8 -0.3
H 2.358 5.005 0.679 0.2 -0.2 0.2
H 1.192 4.213 -0.331 0.1 0.4 -0.5
H 4.504 4.151 -0.954 1.8 -0.8 0.6
C 0.876 -3.304 -5.313 -0.2 -1.6 1.6
C 0.307 -3.276 -3.826 8.8 4.0 -2.0
C 0.617 -1.869 -3.384 2.2 -0.2 -0.6
O -0.896 -3.520 -3.644 -9.0 -2.1 0.3
H 0.638 -4.306 -5.695 0.8 0.0 -0.2
H 1.932 -2.989 -5.330 -0.3 -0.7 0.0
H 0.354 -2.646 -5.941 -1.0 1.2 -0.7
H 0.823 -3.996 -3.234 1.9 -0.5 0.5
H 0.221 -1.141 -4.079 -0.7 0.3 0.3
H 1.686 -1.766 -3.514 0.5 0.1 -0.3
H 0.575 -1.668 -2.346 -1.0 0.3 0.9
H -0.909 -4.456 -3.801 -1.6 -0.9 0.0
C 2.466 -2.175 1.850 -1.0 2.0 0.6
C 3.159 -3.070 0.903 -9.8 -2.1 -1.1
C 2.473 -2.842 -0.457 -0.3 -0.9 -0.3
O 4.367 -2.943 0.689 10.7 1.2 -0.5
H 1.397 -2.457 1.960 0.8 -0.2 0.4
H 2.387 -1.110 1.485 0.7 -0.9 0.3
H 2.996 -2.134 2.785 -0.1 0.0 0.8
H 2.968 -4.126 1.221 -0.6 0.5 -0.1
H 2.717 -3.652 -1.146 0.1 0.0 -0.1
H 2.753 -1.910 -0.943 0.3 0.2 0.3
H 1.416 -2.858 -0.320 -1.1 0.0 -0.2
H 4.810 -3.736 0.984 0.8 0.3 0.0
```
Forces are in eV/Å.